1.
77
Properties=species:S:1:pos:R:3 method="wB97M-V/def2-TZVPD" s2=0.774 gap_ev="4.81 / 6.08" relative_energy_kcal_mol=5.35 energy_ev=-244230.61128 spin_multiplicity=2 largest_force_ev_per_a=0.3 total_charge=-2 homo_ha="-0.0433 / -0.0901"
Ti 0.24447 -0.69631 -1.52937
O 0.01587 -5.65418 1.76789
C 0.85189 -5.14146 0.72659
C 1.01984 -3.61818 0.85327
C 1.49500 -3.34170 2.29108
O 2.09897 -2.08720 2.51371
C 2.07982 -3.27294 -0.20323
Se 2.49391 -1.39317 -0.64733
C -0.35392 -3.00804 0.55893
Se -0.59954 -1.07273 0.85270
H -0.33293 -6.50078 1.48085
H 0.41674 -5.36265 -0.25398
H 1.84008 -5.61697 0.78058
H 2.25456 -4.08819 2.55041
H 0.64537 -3.49660 2.96759
H 1.52793 -1.41275 2.10490
H 1.80277 -3.74964 -1.14727
H 3.03743 -3.69627 0.10789
H -1.09531 -3.49659 1.18999
H -0.63448 -3.22198 -0.47861
C -0.22285 4.35078 6.26142
C -0.17298 2.92573 5.70970
C -0.33384 2.86786 4.22534
N 0.60468 2.52645 3.41651
N 0.24105 2.56242 2.09930
C -1.00089 2.94381 1.91915
N -1.58789 3.07336 0.73123
S -1.82486 3.28262 3.41975
H -0.08414 4.35462 7.34423
H -1.18102 4.82397 6.04129
H 0.56069 4.96088 5.81029
H -0.94571 2.31724 6.18690
H 0.78872 2.46235 5.93348
H -1.08784 2.68229 -0.05871
H -2.58818 3.28476 0.64295
N 2.71180 1.97839 0.88708
C 3.39946 1.64463 -0.18537
N 2.93004 1.41897 -1.40546
C 3.93512 1.02605 -2.30040
C 3.74996 0.59679 -3.61073
C 4.85983 0.19708 -4.33374
C 6.13926 0.21960 -3.78143
C 6.32597 0.62717 -2.47114
C 5.21310 1.01886 -1.74546
S 5.13914 1.49103 -0.07015
H 1.69143 2.11443 0.92611
H 3.16553 1.93870 1.78352
H 2.76191 0.54573 -4.04035
H 4.71571 -0.16008 -5.34504
H 6.98957 -0.10192 -4.36947
H 7.30876 0.62224 -2.01721
F 1.22617 1.79282 -3.06184
B 1.36301 1.35147 -1.75827
F 0.76517 2.25264 -0.86078
F -0.43646 -2.51971 -5.00414
B 0.38867 -1.59654 -4.41641
F 1.60959 -1.49059 -5.05909
F -0.19999 -0.35510 -4.20834
F 0.68047 -2.06694 -3.01100
O -1.77413 -1.29851 -2.08178
C -2.14360 -0.14509 -1.76253
O -1.25237 0.76095 -1.60898
C -3.56109 0.16693 -1.43777
C -3.85073 1.42226 -0.94654
C -5.12164 1.71613 -0.42987
C -6.13557 0.75055 -0.53248
C -5.80996 -0.47913 -1.07254
C -4.53827 -0.82604 -1.50817
N -6.87639 -1.49433 -1.15852
O -6.58997 -2.59371 -1.59818
O -7.99929 -1.19056 -0.79435
N -5.35165 2.91826 0.21427
O -4.35856 3.72334 0.39463
O -6.52508 3.20366 0.60151
H -3.08369 2.17314 -0.94401
H -7.12669 0.96931 -0.17232
H -4.30795 -1.81373 -1.87269


2.
14
Properties=species:S:1:pos:R:3 method="wB97M-V/def2-TZVPD" gap_ev=8.24 relative_energy_kcal_mol=78.94 energy_ev=-80085.48346 largest_force_ev_per_a=6.1 smiles="C=CC/C(F)=C/OBr" total_charge=0 homo_ha=-0.3438
C -1.08202 0.35788 -2.17112
C -1.04714 0.69437 -0.86763
C -0.97331 -0.47128 0.13613
C 0.48845 -0.58017 0.50813
F 1.20676 -1.36483 -0.36091
C 1.16781 0.24589 1.33749
O 2.56960 0.17798 1.43754
Br 3.25642 -0.44125 3.11355
H -1.03487 1.16624 -2.87972
H -1.29421 -0.51865 -2.59355
H -0.89237 1.57101 -0.27830
H -1.46119 -1.34620 -0.29641
H -1.41065 -0.31349 1.06771
H 0.50672 0.82250 1.84710


3.
16
Properties=species:S:1:pos:R:3 method="wB97M-V/def2-TZVPD" s2=0.784 gap_ev="10.19 / 4.26" relative_energy_kcal_mol=56.51 energy_ev=-10878.35224 spin_multiplicity=2 largest_force_ev_per_a=3.8 total_charge=+1 homo_ha="-0.5295 / -0.5295"
O 2.75304 -1.40896 0.86247
C 1.78222 -0.81467 0.43888
N 0.95842 0.01624 1.15924
C -0.05086 0.99833 0.54899
O 0.49822 2.06306 -0.22060
C 1.49438 -0.93857 -0.94582
H 1.12115 0.12065 2.15848
H -0.82606 0.36924 -0.14787
H -0.67152 1.37369 1.49137
H 1.46521 1.97400 0.05883
H 0.65448 -1.69327 -1.06506
H 1.19944 -0.09283 -1.54471
H 2.39690 -1.28894 -1.35235
H -4.92453 0.12580 -0.18816
H -3.56144 -0.21535 -0.83966
O -4.28905 -0.58844 -0.41402


4.
13
Properties=species:S:1:pos:R:3 method="wB97M-V/def2-TZVPD" s2=2.027 gap_ev="10.39 / 7.53" relative_energy_kcal_mol=20.28 energy_ev=-9144.39316 spin_multiplicity=3 largest_force_ev_per_a=4.1 total_charge=+2 homo_ha="-0.7419 / -0.8030"
C 2.18526 1.00532 -0.14950
C 0.40678 -0.24376 -0.00792
C -2.04180 -0.42638 0.01574
N 2.57892 -0.34191 0.04632
N 1.56239 -1.02349 0.07943
N 0.87049 1.03453 -0.20309
N -0.72098 -0.88234 0.08371
H 2.86045 1.76124 -0.18160
H -2.23018 0.30467 -0.86907
H -2.14405 0.22653 0.88498
H -2.67264 -1.31638 0.16165
H 0.11682 1.81858 -0.11314
H -0.77146 -1.91661 0.25248


5.
9
Properties=species:S:1:pos:R:3 method="wB97M-V/def2-TZVPD" gap_ev=10.64 relative_energy_kcal_mol=11.19 energy_ev=-15490.63423 largest_force_ev_per_a=1.5 smiles="NC=O.S" total_charge=0 homo_ha=-0.3640
N 1.64722 -0.84615 -0.40364
C 0.67413 -1.47332 0.31021
O 0.82211 -2.28804 1.18411
H 2.58802 -0.96382 -0.05623
H 1.61419 -0.65198 -1.38001
H -0.32068 -0.99710 0.19738
S -2.10380 2.27735 0.63938
H -2.27732 3.34827 -0.13448
H -2.64387 1.59481 -0.35672


6.
96
Properties=species:S:1:pos:R:3 method="wB97M-V/def2-TZVPD" s2=0.751 gap_ev="1.92 / 9.66" energy_ev=-54465.03254 spin_multiplicity=2 largest_force_ev_per_a=3.9 total_charge=-1 homo_ha="0.0120 / -0.2751"
C 4.86714 -2.71035 1.08330
C 5.69348 -3.86182 1.55235
O 5.94191 -3.77289 2.94584
O 3.80535 -2.30900 1.99324
H 4.42697 -2.88159 0.10094
H 5.52415 -1.88482 0.80955
H 6.67682 -3.88832 1.08285
H 5.19686 -4.82763 1.45912
H 5.11298 -3.44580 3.30289
H 3.65050 -1.41508 1.67935
C -0.24887 -4.01788 0.97919
C -1.47146 -4.60042 1.76988
O -1.04268 -5.19698 3.07720
O 0.41123 -5.06491 0.44908
H 0.31538 -3.25831 1.52028
H -0.54830 -3.50712 0.06400
H -2.05153 -5.35605 1.24012
H -2.19820 -3.80504 1.93518
H -0.57177 -6.01503 2.90214
H 0.88979 -5.44726 1.18826
C -0.33023 0.98023 -4.26641
C -1.71236 1.64990 -4.16475
O -2.55606 0.80900 -3.48975
O 0.47782 1.50418 -5.30359
H -0.53564 -0.02875 -4.62400
H 0.29237 0.85860 -3.38003
H -2.18427 2.02642 -5.07229
H -1.47165 2.65541 -3.81960
H -3.38262 1.29648 -3.46216
H 0.31339 0.98547 -6.09448
C -2.20210 -1.98346 -1.96054
C -3.52095 -1.80389 -1.05400
O -3.95868 -0.49935 -0.93274
O -2.50414 -1.71396 -3.32734
H -1.92737 -3.03555 -1.88496
H -1.29663 -1.45638 -1.65987
H -3.30523 -2.45887 -0.20986
H -4.24717 -2.43336 -1.56827
H -3.21973 -0.06903 -0.49641
H -2.37881 -0.76224 -3.31630
C -1.25031 4.01332 3.12936
C -1.76210 5.41081 2.96086
O -3.13861 5.50675 2.58340
O -1.27335 3.36766 1.83877
H -1.86228 3.40788 3.79797
H -0.21253 3.89154 3.43965
H -1.06557 5.99640 2.36084
H -1.68391 5.88654 3.93844
H -3.73581 5.01995 3.15609
H -0.75104 3.86673 1.20652
C -3.45463 3.80281 -1.43650
C -4.71454 2.93863 -0.94575
O -5.02898 1.84866 -1.84618
O -3.50995 4.14046 -2.80850
H -2.45642 3.42635 -1.21298
H -3.55328 4.74444 -0.89642
H -5.64894 3.48821 -0.83193
H -4.57934 2.64524 0.09529
H -4.67592 1.05011 -1.44710
H -4.37689 4.12144 -3.22037
C 0.19465 1.15404 -0.57558
C 1.20516 0.87905 0.55261
O 0.86260 -0.43676 1.12528
H 0.65787 2.01624 -1.05531
H -0.84511 1.30629 -0.28609
H 0.21521 0.29787 -1.24986
H 1.21532 1.64529 1.32777
H 2.22914 0.93271 0.18290
H 1.18651 -0.48661 2.02761
C -1.64786 0.25169 3.78147
C -2.37918 -0.39240 2.67065
O -2.05048 -0.05561 1.30034
H -1.68287 1.31168 3.52984
H -0.66876 -0.10418 4.10211
H -2.22382 0.10927 4.69584
H -3.45677 -0.23293 2.70912
H -2.18465 -1.45281 2.83127
H -1.27735 -0.47827 0.91926
C 5.05723 2.57623 1.20823
C 4.28294 1.74849 2.20250
O 4.92242 0.48969 2.36789
H 5.89835 2.94868 1.79295
H 4.41592 3.34036 0.76900
H 5.32722 2.08515 0.27332
H 3.21984 1.77375 1.96321
H 4.19116 2.20741 3.18692
H 5.49245 0.56691 3.13647
C 1.93527 -1.86012 -2.88009
C 2.44959 -2.91067 -3.95727
O 3.85353 -2.93306 -4.03389
H 2.05207 -0.85248 -3.27900
H 2.37775 -1.90263 -1.88484
H 0.88612 -2.07327 -2.67525
H 1.93694 -2.72906 -4.90189
H 2.15767 -3.90112 -3.60816
H 4.19865 -2.66740 -3.17837


7.
20
Properties=species:S:1:pos:R:3 method="wB97M-V/def2-TZVPD" gap_ev=12.99 relative_energy_kcal_mol=7.94 energy_ev=-8917.44151 largest_force_ev_per_a=1.2 total_charge=+1 homo_ha=-0.5839
C -0.59060 2.12050 0.92602
C 0.65438 1.40746 0.43563
N 0.27964 0.07025 -0.11800
C 1.47245 -0.74247 -0.48802
H -1.36781 2.04734 0.16165
H -0.42811 3.15955 1.20573
H -0.99010 1.64126 1.81960
H 1.28174 1.16257 1.29502
H 1.24816 1.94519 -0.28603
H -0.17287 -0.48299 0.61068
H -0.39473 0.09015 -0.91431
H 1.79621 -1.22457 0.41228
H 1.20658 -1.45059 -1.26857
H 2.21440 -0.09324 -0.95505
H -1.99062 0.18440 -2.84943
H -1.77575 -1.25069 -2.33153
O -1.49598 -0.33402 -2.20257
H 0.13504 -2.47332 2.09940
H -0.70951 -3.33937 1.17680
O -0.37254 -2.43742 1.27070


8.
25
Properties=species:S:1:pos:R:3 method="wB97M-V/def2-TZVPD" gap_ev="8.60 / 7.21" relative_energy_kcal_mol=103.69 energy_ev=-15861.07401 largest_force_ev_per_a=3.3 total_charge=0 homo_ha="-0.3221 / -0.2625"
C 3.24765 1.18039 -0.38797
C -2.90032 1.54981 -0.64352
C -1.64755 -0.58421 -0.75885
C 3.02773 -0.30713 -0.58790
C -2.03745 0.55254 1.59066
C -2.55922 0.32550 0.15778
N 1.27624 -2.74295 0.73531
Si 1.70608 -1.04684 0.55401
H 3.43020 1.60821 0.74917
H 4.13276 1.45166 -0.97779
H 2.37898 1.71135 -0.68653
H -1.93741 2.06132 -0.83613
H -3.63582 2.15624 -0.20932
H -3.41263 1.18957 -1.52667
H -0.67612 -0.01336 -0.93780
H -2.00587 -0.78411 -1.78074
H -1.60313 -1.44968 -0.17450
H 3.98120 -0.89658 -0.42532
H 2.57481 -0.39715 -1.58487
H -2.61381 0.07528 2.32646
H -2.08826 1.60208 1.96567
H -3.53224 -0.20883 0.33019
H 0.56988 -3.06451 0.16094
H 1.95543 -3.41266 1.09009
H 2.36884 -0.55594 1.85763


Please write out number 5 again, unchanged.
9
Properties=species:S:1:pos:R:3 method="wB97M-V/def2-TZVPD" gap_ev=10.64 relative_energy_kcal_mol=11.19 energy_ev=-15490.63423 largest_force_ev_per_a=1.5 smiles="NC=O.S" total_charge=0 homo_ha=-0.3640
N 1.64722 -0.84615 -0.40364
C 0.67413 -1.47332 0.31021
O 0.82211 -2.28804 1.18411
H 2.58802 -0.96382 -0.05623
H 1.61419 -0.65198 -1.38001
H -0.32068 -0.99710 0.19738
S -2.10380 2.27735 0.63938
H -2.27732 3.34827 -0.13448
H -2.64387 1.59481 -0.35672